1.
116
Properties=species:S:1:pos:R:3 method="wB97M-V/def2-TZVPD" charge=-3 spin_multiplicity=2 s_squared=0.7505 e_homo_ev="2.66 / -1.70"
S -3.45060 3.54465 -1.38598
S -0.96742 -3.79592 3.92087
S -0.54479 -3.96144 -2.29342
S 1.31205 0.66119 3.08122
S 5.12989 0.97785 -0.04086
S 1.40148 5.18645 1.42216
F -0.07234 1.95557 4.97984
F 6.87005 0.96764 -2.10520
F -2.74717 -3.20515 -0.99250
F -1.04515 4.42502 -1.90188
F -2.52722 5.66951 -2.70484
F -1.26401 1.69800 3.11546
F -0.88431 0.01942 4.51628
F 5.53251 2.62788 -2.19896
F -1.63113 -3.60448 1.24919
F 7.23198 2.67636 -0.69214
F -3.17869 -4.79769 -2.39173
F -3.33342 -3.24093 2.65735
F -2.06452 5.76426 -0.49763
F -2.70918 -2.73102 -3.15929
F 2.58873 6.95083 -0.27370
F 0.46727 7.27757 -0.04339
F 1.19539 5.53125 -1.15683
F -1.76643 -1.67664 2.44804
O -2.87663 2.42106 -2.18517
O 2.55974 4.20965 1.25905
O -0.46553 -5.03287 3.36928
O -0.10410 -2.63483 -1.95048
O 0.11525 -2.79094 4.18793
O -0.26635 -4.27939 -3.70280
O 0.15097 4.51906 1.42556
O 4.67398 2.07356 0.84101
O 1.97135 1.94217 2.84788
O 6.13472 -0.50367 -5.01422
O -4.33645 0.69943 0.59644
O -0.26025 -5.02861 -1.32853
O 3.99616 0.34540 -0.68270
O -4.74148 4.03697 -1.85420
O 1.62714 6.13407 2.47368
O 0.48363 1.33225 -2.50974
O -1.89703 -3.90509 5.08730
O -3.42474 3.27320 0.06742
O 5.94109 -0.09422 0.59535
O 1.86421 -2.63769 0.51056
O 0.98967 0.01258 1.81867
O 2.01288 -0.20532 4.01971
N 3.50312 -1.32182 -4.09650
N -6.89500 0.86009 2.58586
N 2.55342 -2.82687 2.72023
N -0.01647 -0.04542 -0.58544
C 1.21881 2.15573 -0.31819
C -2.20010 5.01392 -1.60903
C 2.02517 -3.41819 1.45113
C -6.69412 2.42809 2.65084
C 6.32807 1.94343 -1.38208
C 2.01630 -1.82339 -4.26446
C -2.47755 -3.65642 -2.22394
C -0.32887 1.09824 3.94323
C -1.54052 -0.08713 -0.57806
C -4.23003 0.80169 2.01863
C 5.72894 -1.72445 -5.48601
C 4.13154 -1.97624 -2.89010
C 4.21038 -1.74087 -5.43161
C 1.39334 6.32623 -0.13952
C 3.94165 -2.12131 2.44491
C 0.53224 1.24151 -1.26176
C 3.51137 0.19575 -3.89223
C -7.88558 0.31810 3.67324
C -5.47113 0.16362 2.78645
C 1.84309 -4.94431 1.38962
C -7.64408 0.64817 1.27012
C -2.01868 -3.03670 2.43474
H 6.08676 -1.88971 -6.50225
H 0.29982 0.00895 0.37222
H -7.65396 2.93048 2.77088
H 0.56915 2.37472 0.52922
H -7.68183 0.88648 4.58072
H 4.50486 -1.99274 3.36923
H 3.67648 -1.15931 -6.18317
H 5.18010 -1.68007 -2.86009
H -7.79924 -0.73444 3.94307
H -5.31035 0.16399 3.86453
H -6.14562 2.59905 1.72455
H -8.03524 -0.36596 1.18870
H -3.95912 1.78381 2.40612
H -3.99471 1.50102 0.19361
H -8.92492 0.51164 3.40790
H 1.47610 3.07322 -0.84745
H -1.89582 0.92882 -0.40573
H 1.99447 -2.91306 -4.27993
H -7.01794 0.82958 0.39654
H 1.85188 -2.24211 3.15149
H -1.98083 -0.33922 -1.54279
H 0.43102 -0.88248 -0.93065
H 2.55785 -5.43888 0.73188
H 2.82943 -3.46917 3.44919
H 1.44527 -1.41962 -3.42840
H -6.11681 2.80109 3.49682
H 3.74066 -1.21483 1.87394
H -3.39942 0.20278 2.39211
H 1.90748 -5.29486 2.41970
H 3.14639 0.61965 -4.82775
H -8.48199 1.34496 1.24798
H 3.92301 -3.03747 -3.02576
H 2.09775 1.63563 0.06269
H -1.97632 -0.73539 0.18217
H 4.49126 0.55259 -3.57509
H 3.68481 -1.68229 -1.94029
H 6.11732 -2.54828 -4.88719
H 3.91321 -2.77852 -5.58349
H 7.07641 -0.55080 -4.83368
H 2.76604 0.37016 -3.11623
H 0.82479 -5.19233 1.09019
H 1.57170 -1.20071 -5.04079
H -5.63186 -0.85517 2.43386
H 4.61591 -2.77953 1.89698

***

2.
80
Properties=species:S:1:pos:R:3 method="wB97M-V/def2-TZVPD" relative_energy_kj_mol=0.0 e_homo_ev=-7.37
Pd -0.82925 -0.28076 -0.33232
P 1.46546 -0.61147 -0.54638
F 1.66971 2.92164 3.51900
F 1.33419 0.88343 1.91190
F -1.16637 2.21838 -2.13651
F -0.30826 3.70436 5.24805
F -2.98055 6.11500 -0.30834
F -4.62129 4.60302 1.26256
F -4.53054 2.00276 1.23557
F -2.68274 2.35127 5.19049
F -1.23758 4.84327 -1.98134
F -3.13697 0.44728 3.48587
O -2.07488 -0.29928 -2.93172
N -1.05003 -0.52680 1.64614
N -0.82976 -0.54190 -2.44153
N -2.75535 0.52370 -0.61858
N -2.37798 -2.28079 -0.28954
C 1.32599 -1.37416 -3.24813
C 1.88689 -1.88502 -4.41670
C 3.25554 -2.13074 -2.04049
C 2.16126 3.44762 -0.64125
C 2.24410 1.03850 -0.79709
C 2.40699 -1.46430 0.74779
C -1.97771 -1.60403 2.03631
C -1.89111 0.96137 3.47015
C 4.10603 -1.60815 2.44460
C 0.48198 2.30664 3.51069
C -3.73642 -1.73891 -0.37888
C -3.71658 2.62845 0.36675
C 3.45858 -0.88792 1.44839
C -0.02781 -0.83132 -3.39040
C 3.79953 -2.65349 -3.20614
C 3.45059 3.53806 -1.14411
C -3.83254 -0.26041 0.00197
C 3.70682 -2.90185 2.74366
C 0.27113 1.25228 2.64596
C -3.76932 4.01311 0.42243
C 3.11951 -2.51673 -4.40477
C -0.91967 0.52205 2.54919
C -2.05778 4.13305 -1.20165
C -1.68849 1.99623 4.37129
C -0.50185 2.69247 4.39779
C -2.93814 4.78284 -0.36014
C -2.13384 -3.30775 -1.29587
C 3.53571 1.14386 -1.31781
C 2.03108 -1.46700 -2.04948
C 1.56672 2.20673 -0.46677
C 2.00253 -2.76182 1.05982
C 4.13889 2.38116 -1.48356
C -2.85100 1.92446 -0.48327
C -1.98295 -2.74593 1.03920
C 2.65207 -3.48123 2.04897
C -2.02883 2.75297 -1.25613
H -4.81286 0.09407 -0.32895
H -3.00393 -1.28998 2.18030
H 5.14266 2.43947 -1.88435
H -1.64948 -1.99841 3.00541
H -3.81512 -0.14515 1.07972
H 4.21344 -3.45887 3.52132
H 3.80012 -2.23543 -1.11102
H 1.61155 4.34363 -0.38401
H 1.33279 -1.79847 -5.34347
H -2.72003 -4.22195 -1.11333
H 3.76949 0.12444 1.22794
H 4.75616 -3.15820 -3.17029
H 4.91976 -1.15077 2.99217
H 3.53556 -2.91095 -5.32242
H -0.43913 -0.78797 -4.39322
H -2.65066 -3.54615 1.39769
H 4.08308 0.25719 -1.60697
H -2.38614 -2.92438 -2.28325
H 2.33161 -4.48776 2.28458
H -0.97297 -3.15712 0.96096
H 3.91734 4.50603 -1.27501
H -1.07558 -3.57702 -1.28763
H -4.43665 -2.29791 0.26071
H -2.54856 0.13329 -2.09107
H 1.17125 -3.21202 0.52680
H -4.07063 -1.86787 -1.40882
H 0.56116 2.15405 -0.06942

***

3.
15
Properties=species:S:1:pos:R:3 method="wB97M-V/def2-TZVPD" charge=+1 relative_energy_kj_mol=20.3 e_homo_ev=-14.26
Br -1.00866 0.42806 2.44641
S 0.54769 2.68532 -0.99108
N -0.20222 0.37390 -0.43007
C 0.28680 1.07361 -1.45610
C -0.63748 -0.99810 -0.27492
C 0.08230 2.37588 0.63729
C 0.51411 -1.97455 0.23532
C -0.24809 1.06943 0.74845
H -1.45703 -1.15249 0.49186
H 0.22425 3.21937 1.34798
H -1.00830 -1.23368 -1.20011
H 1.51014 -1.88589 -0.43122
H 0.29390 0.64190 -2.46988
H 0.27544 -2.98535 0.09116
H 0.82713 -1.63742 1.25491

***

no.,E_tot (Ha)
1,-6925.57710
2,-3150.08492
3,-3221.38573